Entry 1:
C48H133N11O13 | ωB97M-V/def2-TZVPD

Its frontier orbital gap is 9.553 eV. As for the spin multiplicity: 1. Its energy relative to the best compared isomer or geometry (same formula, charge and spin) is 2.161 eV. Its maximum force is 0.0627 hartree/bohr. The calculation puts the total energy at -3488.73303 hartree.

```
205
C48H133N11O13, DFT ωB97M-V/def2-TZVPD
H 17.36794 12.28600 17.98391
H 14.56711 14.76026 10.45203
C 12.91579 15.96701 20.77855
H 12.03869 21.01532 19.09336
H 14.40481 21.60919 11.57546
H 9.28666 13.92554 19.12840
H 11.68742 18.86056 14.08589
H 9.05570 18.00689 14.96707
H 16.13436 20.10789 20.30895
C 13.69377 19.91259 21.00108
O 18.39218 10.73354 16.79842
O 12.62136 9.36891 19.46280
H 12.91379 13.12313 11.22674
H 15.53026 20.91491 18.82473
H 16.70404 19.34143 14.45595
N 15.07057 15.69472 23.92764
C 17.16361 16.62278 12.93074
H 12.46078 13.35458 12.83903
H 13.14904 14.19512 17.55606
H 8.16185 15.29002 15.48214
H 11.91614 11.64275 16.42454
H 18.31858 22.01065 16.55401
H 16.07558 15.40530 21.26882
C 18.24468 19.73272 11.36414
O 9.40489 15.56340 18.03457
C 13.15371 11.09303 21.59684
H 13.91683 16.73975 16.46647
C 14.85504 16.16894 16.33727
H 13.71214 11.38336 22.49538
H 11.59261 7.85479 18.62060
H 19.52355 21.27488 11.29486
C 16.71023 17.28781 22.98654
H 14.29415 12.97220 20.12949
H 17.72201 15.78438 12.55429
C 8.69604 16.19145 15.72292
H 7.71935 11.35328 12.78852
H 8.36376 23.20919 14.95568
H 21.20137 18.51014 16.82687
H 11.98446 18.03501 16.99959
C 12.15616 19.12874 16.81723
H 11.90503 18.82991 20.45340
C 9.41016 22.83297 14.89803
C 11.61537 20.94437 20.06649
H 10.03821 15.93970 14.10599
H 17.80718 13.71974 13.88348
H 11.51588 21.69053 16.64429
O 13.98253 15.27008 21.37610
H 17.48581 20.18896 11.97979
C 15.33299 16.61094 22.83784
C 10.67315 10.84008 14.18818
H 15.30789 16.59562 15.44513
H 18.55605 14.99653 18.79084
N 14.88644 12.15346 20.13790
C 18.93220 12.76169 15.53331
H 12.59908 14.77517 11.85164
H 16.09548 12.45411 12.88399
H 15.49080 16.35901 17.18056
N 8.91178 21.92377 17.11096
H 15.43931 10.29778 13.79081
C 14.41020 10.59175 13.93992
H 15.20452 21.88428 13.17303
C 11.46266 12.37543 15.78135
N 17.56432 21.45487 16.14843
H 8.82160 9.81795 14.23519
H 18.57991 18.93188 9.39456
H 18.28117 13.38643 16.18466
C 17.89043 19.69385 9.82371
C 10.98894 21.01155 15.92560
H 12.71164 10.10831 21.87482
H 14.20018 10.38372 14.96418
H 15.97136 19.21277 18.68072
H 15.86629 15.04230 24.10373
H 17.52964 16.56240 22.87266
H 12.04247 15.31581 20.79841
H 13.80173 17.46071 12.42942
H 12.50836 19.47736 17.81495
H 16.86511 19.38807 9.43020
H 17.50170 10.67728 18.62609
H 13.00110 16.76963 13.87918
H 8.98267 9.00149 11.89988
H 16.87955 18.09108 22.28640
H 13.71168 22.72648 12.81195
C 12.16227 8.73581 18.27416
C 20.94312 18.18241 15.84453
C 14.24146 21.78509 12.65604
H 16.81405 18.17291 15.83741
C 13.39928 10.46978 19.19072
C 12.16410 19.82381 20.92965
H 11.67447 20.67058 12.44255
C 8.56545 14.73317 18.91898
H 15.77752 19.61787 15.96509
H 13.88965 14.64986 15.25509
H 11.45320 20.93448 14.97201
H 19.97980 20.39616 16.05248
O 15.86534 14.09142 15.70215
H 20.80887 12.45405 15.15826
H 16.35978 11.00969 17.33403
O 14.16140 19.66989 19.65570
C 18.75128 15.43899 17.79415
C 14.56369 13.88450 12.27614
H 14.91595 11.73845 11.81085
H 9.00893 17.51193 17.47901
H 17.95565 19.71293 17.25292
H 10.49333 8.72919 12.61842
C 10.07637 15.90440 15.21037
H 10.81219 16.65654 15.52358
H 8.49768 12.27276 13.74888
C 17.87716 19.99474 16.19175
H 12.99107 19.79773 11.62510
N 8.68060 11.54701 13.04005
H 14.31576 15.12633 23.65668
C 8.61275 16.51659 17.24358
H 10.54806 20.75956 19.81004
H 15.60340 13.34999 15.18165
H 12.99770 8.34175 17.68824
H 19.70658 15.13248 17.43336
H 9.41227 22.72497 17.51217
O 13.56933 20.70075 13.33738
H 19.16820 19.92695 14.51053
H 14.13748 19.17775 21.66211
H 11.60305 9.46854 17.69088
H 11.49481 18.00844 11.25346
H 21.20240 17.13582 15.62788
O 14.27710 11.95745 13.69006
H 19.46885 14.21055 13.94092
O 10.88411 19.75359 16.50286
C 15.13803 16.00212 21.46187
H 17.91146 15.13353 17.08666
C 16.75063 19.24567 15.56964
H 13.63336 10.15152 13.35943
C 9.56802 21.60477 15.80155
H 11.30800 11.18647 13.36652
N 15.24197 14.45994 11.14307
O 17.15852 17.80103 12.15934
C 17.36889 11.20993 17.71590
H 10.41682 14.91893 15.45839
H 12.31533 11.72232 21.45657
H 15.11716 16.76834 20.64726
H 7.53624 17.99113 15.44211
H 14.70296 14.39867 13.23816
H 10.57814 19.88104 22.22150
H 17.32650 21.77241 15.22134
C 14.58114 14.68833 16.13667
H 7.65505 14.37468 18.40716
H 13.05883 16.22439 19.75011
H 8.95275 20.86351 15.32894
C 18.40037 18.41244 12.01058
H 18.06508 20.63590 9.31761
N 20.32397 12.87402 15.93720
H 14.93783 10.24828 20.67512
H 12.49428 16.81514 21.36509
H 8.19332 15.26164 19.80302
H 15.54445 12.35645 20.90732
H 14.08834 18.10186 14.05425
H 16.12608 16.33899 13.14072
C 14.16551 13.94321 17.33730
O 18.72312 16.85127 17.93583
H 17.23537 11.50473 15.33634
N 8.22283 17.41710 14.98032
H 12.99572 19.34839 16.08332
H 12.75586 11.26975 18.83422
O 10.32036 11.93489 15.08392
H 18.99528 12.58646 13.36223
H 16.80755 17.62832 23.99745
H 18.82457 10.75031 14.77230
O 19.57711 18.34394 15.65198
H 7.57714 16.52780 17.60030
H 18.96079 18.46791 12.94823
H 11.58530 21.87766 20.64224
N 19.56916 20.31337 11.53868
H 20.61353 12.41126 16.77059
C 18.31378 11.39519 15.51999
H 11.18456 13.22695 16.35597
C 18.80831 13.37559 14.12392
H 10.27699 10.20370 11.65959
C 9.39856 10.39070 13.52893
C 12.55897 20.08077 12.56201
H 17.50322 16.73041 13.96856
C 14.12173 10.92670 20.44155
C 9.82309 9.50607 12.35692
H 10.28785 18.12624 12.46314
C 12.13938 18.68844 13.12996
H 10.09125 23.62523 15.22470
H 14.07936 20.85291 21.37857
H 11.12918 9.99548 14.72645
H 21.51190 18.82360 15.18858
H 15.83269 15.26158 11.37536
H 19.20600 17.21623 17.19768
C 13.02990 13.82383 12.04760
N 11.60237 19.91135 22.26755
N 11.23717 17.96608 12.24564
H 12.30558 12.68223 15.13548
H 14.26349 12.85097 17.25449
H 14.18954 10.26018 18.44932
C 15.06238 12.46377 12.61492
H 19.03135 17.82543 11.35706
H 9.04950 21.21307 17.80264
H 19.83912 20.24639 12.50006
H 9.67957 22.52089 13.90959
C 15.55449 19.97523 19.36278
H 14.80259 14.23276 18.18377
C 19.23274 19.68404 15.52544
H 14.51860 17.36420 22.90952
H 11.81625 19.09255 22.85610
C 13.32686 17.69464 13.38202
```

Entry 2:
C40H57AsN10OS4Ti | ωB97M-V/def2-TZVPD

Its frontier orbital gap is 2.969 eV. As for the spin multiplicity: 1. Its energy relative to the best compared isomer or geometry (same formula, charge and spin) is 2.209 eV. Its maximum force is 0.0450 hartree/bohr. Its total charge is +4. The calculation puts the total energy at -6857.84618 hartree.

```
114
C40H57AsN10OS4Ti, DFT ωB97M-V/def2-TZVPD
H 1.64523 -3.85461 1.26127
H -6.52497 -0.30358 -5.15980
C 2.16821 2.04153 0.98230
H 4.29638 -1.83540 -0.51142
N -2.69200 4.91870 -2.73172
H -0.96917 5.32274 -1.63513
S -2.60474 -0.77200 1.18057
N 2.84678 2.61497 0.04415
H -4.14112 -0.40551 2.96255
C -1.34864 -0.26910 5.00114
C 3.28830 -2.11586 -0.20754
H 0.64219 -0.13796 5.79319
H -2.27471 2.43965 4.80886
H -2.29997 -3.41271 3.81749
N 2.92392 -1.58677 4.00417
C 5.18283 -3.10909 4.92062
S 0.62930 1.56610 4.15015
H 3.92550 -4.80191 4.42608
C 2.60539 1.96681 -3.43151
H -2.21789 3.94893 3.87771
H 0.17985 1.64806 -1.48764
N -3.42221 3.79820 -2.82786
H 4.70651 -0.05151 -5.16534
H -2.58656 2.62938 -5.05443
H 2.51355 -3.04471 5.45227
H -4.38325 -1.10411 -6.11415
C -3.32775 0.69728 -5.58712
H 4.10681 0.14038 4.32171
C 2.27830 -1.27399 -0.98454
H -0.84780 -3.68474 -0.52443
H -0.54848 -2.05141 -4.21109
C 4.03180 -0.87929 4.69820
H 5.66644 -1.57494 3.46904
N -1.79713 3.32653 -1.44235
H -6.65327 1.86334 -4.00200
C 1.40971 0.68550 -5.09668
As 0.37014 -1.45972 -0.47383
H -2.08437 -3.03695 1.42426
C 2.74766 -3.01705 4.38535
C -1.74592 2.97660 4.02212
C -4.56783 3.73281 -3.74450
H -3.18529 -1.91706 4.07507
H 2.33029 -1.53364 -2.04456
H 4.96450 -3.17633 5.98969
C 2.63793 3.01642 -2.34558
H 1.91181 -3.43486 3.82563
C 2.20513 -1.07832 3.09446
C 3.78341 1.33500 -3.82075
C 0.96629 1.86407 -0.78791
C -2.76495 -2.39696 1.98564
H 2.58068 -0.65968 -6.28777
H -4.39283 4.53532 -4.46080
S -0.84400 -1.51014 3.75668
H 0.67649 -2.77547 -3.18524
C -5.72232 1.55271 -4.46064
H 0.82503 -3.86108 -1.04342
H 2.51411 1.96242 1.99918
H 6.11483 -3.64284 4.74343
N 2.10183 2.49437 -1.07002
C -3.93875 0.15049 2.05034
N 1.51581 -0.62665 2.24993
H 3.66096 3.30639 -2.11721
C -0.33046 -2.35548 -3.18648
Ti -0.16982 0.15317 1.53593
H -0.11083 3.53012 5.32660
C 0.57015 -3.93488 1.10358
C -3.44101 1.96471 -5.02517
H -1.76810 -0.80755 5.85305
H 3.20763 -1.95353 0.86545
H -4.08453 1.87452 3.33522
C 0.18228 -3.41686 -0.28290
H 3.78255 -0.84670 5.76170
C 1.42229 1.65031 -4.08592
N -1.50301 -0.77319 -6.52121
H -4.09847 2.28139 1.61745
H -1.47621 -0.83858 -2.13607
C -4.45263 -0.12239 -5.66573
C -2.41801 -2.38825 3.46289
H 4.71474 1.56806 -3.31899
H 2.09564 3.91471 -2.64738
H -2.11422 0.34964 4.54107
H -3.28164 1.85352 -1.97275
H -0.41633 1.19936 6.27222
C 3.77791 0.40382 -4.84991
C -4.61528 2.39326 -4.44024
H 3.16630 -3.17695 -0.42117
C -1.72844 4.61334 -1.91344
H 0.49806 2.16135 -3.83709
C 4.05173 -3.76159 4.12512
C -0.26873 3.13781 4.32175
H -1.04095 -3.13595 -2.91997
C -5.64353 0.32069 -5.10887
C -1.98264 0.27695 -5.92578
H 0.06622 -3.37641 1.89869
H 0.11645 -0.30345 -2.68345
H 0.20365 3.81089 3.60494
H 0.30012 -4.98639 1.19940
C -2.88404 2.85000 -2.06456
C -3.66037 1.62065 2.36430
H 6.10381 -1.16762 5.12572
C 5.34074 -1.64384 4.50979
H -4.80618 0.07795 1.39520
N -0.15987 -0.73935 -6.39315
O -0.97647 0.99271 -5.35720
N 0.96868 1.53492 0.52936
C -0.14298 0.53662 5.45058
H 2.53429 -0.21753 -0.88574
C 0.13891 0.30560 -5.68054
H -3.78642 -2.74714 1.82930
H 4.28016 -3.74781 3.05550
H -5.49597 3.94676 -3.21379
C 2.59525 0.06112 -5.48138
C -0.43770 -1.14558 -2.26147
S -1.89068 2.06436 2.43917
```

Entry 3:
C5H14NO2 | ωB97M-V/def2-TZVPD

Its frontier orbital gap is 7.232 eV. As for the spin multiplicity: 1. Its energy relative to the best compared isomer or geometry (same formula, charge and spin) is 0.585 eV. Its maximum force is 0.0352 hartree/bohr. Its total charge is -1. The calculation puts the total energy at -404.13304 hartree.

```
22
C5H14NO2, DFT ωB97M-V/def2-TZVPD
O -1.10584 0.57709 2.78876
H -1.20155 -0.22003 2.15187
C 1.08534 -0.31535 -0.12255
H 1.65961 0.33200 -0.79338
O -1.00950 -1.42570 1.26171
H 1.12780 -2.38980 0.29478
H 1.06693 2.21432 -0.72843
H -0.27257 -0.40433 -1.77218
H -0.32626 0.34893 3.31307
C 1.65386 -1.70891 -0.38507
H -0.26325 3.32537 -0.55521
C 0.00504 2.34895 -0.95946
H 1.10534 0.03239 0.90755
H 1.35040 -2.07465 -1.36802
H -2.39020 -0.66081 -0.08668
H -1.33055 -2.06049 -0.61855
H -1.20301 1.36998 0.30551
C -0.34046 -0.15755 -0.70154
H 2.73131 -1.73894 -0.22494
H -0.08356 2.49832 -2.04452
N -0.87740 1.21800 -0.64810
C -1.38150 -1.10877 -0.01461
```

- Which of these has the highest maximum force?
  C48H133N11O13